# 1
C4H15N3O | the ωB97M-V functional and the def2-TZVPD basis

Structure (XYZ):
```
23
Properties=species:S:1:pos:R:3:forces:R:3
C -1.90834 -0.61188 0.98907 0.7 -0.2 -1.5
N -1.67502 0.52922 0.06009 -0.3 0.4 0.6
C -1.13170 1.76836 0.66042 -0.6 0.2 -0.7
O -0.56478 2.58751 -0.34958 -1.8 1.1 1.6
H -0.88022 -1.04475 1.10523 -1.2 -0.1 0.5
H -2.56461 -1.36961 0.44697 0.8 0.9 0.8
H -2.35998 -0.32411 1.94264 0.0 -0.1 0.0
H -2.50487 0.74974 -0.47514 -0.1 0.1 0.1
H -1.88993 2.42456 1.15585 0.4 -0.6 -0.2
H -0.36513 1.49307 1.38529 -0.1 -0.2 0.2
H 0.03104 2.03592 -0.80791 1.6 -1.4 -1.2
N 0.89125 0.58313 -1.79776 0.5 -0.6 0.0
C 0.95867 -0.73018 -1.09618 -1.1 -0.2 -2.4
C 1.69466 -0.60451 0.18008 -0.8 0.0 1.0
N 1.39136 -1.80625 0.96989 0.9 -0.4 -0.1
H 0.12003 0.55000 -2.45773 0.3 0.1 -0.1
H 1.76490 0.81218 -2.27923 -0.5 -0.2 0.0
H 1.33624 -1.58273 -1.77237 -0.1 1.1 0.9
H -0.10640 -0.97898 -0.91983 0.7 0.1 0.3
H 2.74110 -0.42915 0.03253 0.9 0.0 -0.2
H 1.31463 0.29205 0.69253 0.0 -0.3 0.0
H 1.83286 -2.59540 0.47275 -0.4 0.3 0.5
H 1.87426 -1.74820 1.86241 -0.1 -0.1 0.0
```
Forces are in eV/Å.

Charge ... 0
Frontier orbital gap ... 9.723 eV
HOMO ... -8.68 eV
ΔE to the lowest compared entry with this formula, charge and spin ... 1.289 eV
SMILES ... CNCO.NCCN

Here are the Löwdin charges for atoms 1 to 4, given in e: number 1, C, carries -0.12; number 2, N, carries -0.12; number 3, C, carries -0.30; number 4, O, carries -0.07


# 2
C5H15N2 | the ωB97M-V functional and the def2-TZVPD basis

Structure (XYZ):
```
22
Properties=species:S:1:pos:R:3:forces:R:3
C -0.10033 1.89711 2.44580 -0.2 0.8 0.4
C 0.08179 1.72678 0.94902 0.2 0.1 -0.1
N -0.69499 0.55316 0.42794 -1.1 0.2 0.9
C -0.07531 -0.77274 0.66675 -0.6 -0.9 0.2
C 0.79997 -1.20840 -0.53010 0.4 1.1 1.1
N 0.24003 -0.66128 -1.75298 -0.1 -0.7 0.1
C -0.25468 -1.68361 -2.71000 1.4 1.2 -1.3
H 0.80235 2.32712 2.87448 0.2 -0.3 0.0
H -0.86352 2.64056 2.70241 -0.1 -0.2 -0.3
H -0.36173 0.99770 2.99496 0.2 -0.3 -0.1
H -0.24495 2.61230 0.41597 -0.1 0.0 -0.1
H 1.12469 1.56841 0.71220 0.2 -0.2 -0.2
H -1.59067 0.58988 0.91789 0.0 -0.1 0.2
H -0.98627 0.59154 -0.55714 0.9 0.0 -0.5
H 0.36841 -0.77567 1.66089 0.6 0.2 -0.2
H -0.87515 -1.50333 0.77815 -0.4 0.2 -0.2
H 1.80559 -0.83450 -0.32943 0.1 0.0 -0.3
H 0.87303 -2.28760 -0.46502 -0.1 -0.2 -0.4
H 0.91801 -0.04287 -2.17012 0.0 -0.1 -0.3
H -0.37366 -2.62722 -2.20109 -0.8 -0.1 0.0
H 0.46442 -1.86068 -3.53235 0.2 -0.1 0.6
H -1.05703 -1.24665 -3.29822 -0.8 -0.5 0.6
```
Forces are in eV/Å.

Charge ... +1
Frontier orbital gap ... 10.449 eV
HOMO ... -13.29 eV
ΔE to the lowest compared entry with this formula, charge and spin ... 1.032 eV
SMILES ... CC[NH2+]CCNC

Here are the Löwdin charges for atoms 1 to 4, given in e: number 1, C, carries -0.06; number 2, C, carries -0.16; number 3, N, carries 0.02; number 4, C, carries -0.12


# 3
C23H26N2O5 | the ωB97M-V functional and the def2-TZVPD basis

Structure (XYZ):
```
56
Properties=species:S:1:pos:R:3:forces:R:3
C 7.12402 2.82903 0.44599 0.1 0.3 0.0
O 6.26794 1.73393 0.23371 -0.1 -0.6 -0.1
C 6.82334 0.47778 0.15321 -0.1 -0.1 0.0
C 8.17233 0.19803 0.27625 -0.1 0.2 0.0
C 8.62264 -1.11167 0.18137 0.0 -0.2 0.0
C 7.72968 -2.14163 -0.03530 0.2 0.1 0.0
C 6.37571 -1.87590 -0.16080 -0.1 0.0 0.0
C 5.91040 -0.57339 -0.06937 0.2 0.0 0.0
N 4.56605 -0.21754 -0.17903 0.1 0.5 0.1
C 3.48139 -1.01113 -0.40079 0.0 0.1 0.0
O 3.53123 -2.21245 -0.58093 0.0 -0.1 -0.1
C 2.18799 -0.26656 -0.42725 -0.3 0.0 0.0
C 1.15220 -0.80233 -1.19075 0.1 0.0 0.1
C -0.07305 -0.17626 -1.25310 0.0 0.1 0.1
C -0.29737 0.99923 -0.53558 0.4 0.0 0.2
N -1.56123 1.58312 -0.63978 0.0 -0.4 -0.4
C -2.03581 2.69130 -0.02403 -0.6 0.1 -0.1
O -1.41404 3.42833 0.70582 0.1 0.2 0.2
C -3.51363 2.96040 -0.36797 0.3 0.3 -0.2
O -4.39651 1.98246 0.18234 0.0 0.2 0.4
C -4.59611 0.84876 -0.48836 -0.3 -0.2 0.0
O -4.02889 0.57636 -1.52226 -0.1 0.0 -0.1
C -5.57254 -0.05131 0.22249 0.2 -0.1 -0.3
C -4.76706 -1.16500 0.91050 -0.1 0.1 0.3
C -5.70662 -2.13754 1.61539 0.2 -0.2 -0.2
C -6.69582 -2.74010 0.62290 -0.2 0.2 0.2
C -7.49666 -1.63769 -0.06268 0.2 -0.1 -0.2
C -6.56638 -0.65880 -0.77066 -0.1 0.1 0.2
C 0.72358 1.52698 0.25042 -0.1 0.2 0.1
C 1.95259 0.89728 0.29945 0.0 -0.3 -0.2
H 6.47895 3.70628 0.46990 0.1 0.0 0.0
H 7.84865 2.93518 -0.36733 0.0 0.0 0.0
H 7.65503 2.74450 1.39933 0.0 0.0 -0.1
H 8.88546 0.98900 0.44665 0.0 0.1 0.0
H 9.67842 -1.31406 0.27936 0.1 0.0 0.0
H 8.08097 -3.15920 -0.10814 0.0 -0.1 0.0
H 5.66954 -2.67081 -0.33097 0.0 0.0 0.0
H 4.41571 0.77907 -0.10227 -0.1 -0.2 -0.1
H 1.33365 -1.71797 -1.73262 0.0 -0.1 0.0
H -0.86939 -0.59286 -1.85326 -0.1 -0.1 -0.1
H -2.21297 1.08168 -1.24208 0.0 0.3 0.2
H -3.63737 2.99482 -1.45669 0.0 0.0 0.2
H -3.80780 3.90943 0.08229 0.1 -0.2 -0.1
H -6.09827 0.53640 0.97972 0.0 0.0 0.0
H -4.18564 -1.69781 0.15475 0.1 0.0 0.0
H -4.07137 -0.72610 1.62923 0.1 0.0 0.0
H -5.12133 -2.92853 2.08754 0.0 0.0 0.1
H -6.25333 -1.61019 2.40026 0.0 0.0 0.1
H -7.37156 -3.42342 1.14036 0.0 -0.1 0.0
H -6.15010 -3.31325 -0.12955 0.0 -0.1 0.0
H -8.18710 -2.07310 -0.78712 -0.1 0.0 0.0
H -8.08803 -1.10117 0.68298 -0.1 0.0 0.0
H -6.00703 -1.17446 -1.55346 0.0 0.0 -0.1
H -7.14825 0.13640 -1.24161 0.0 0.0 -0.1
H 0.54734 2.42364 0.82059 0.0 0.0 0.0
H 2.71645 1.31286 0.94095 0.1 0.0 0.1
```
Forces are in eV/Å.

Charge ... 0
Frontier orbital gap ... 8.683 eV
HOMO ... -8.06 eV
ΔE to the lowest compared entry with this formula, charge and spin ... 0.858 eV
SMILES ... COc1ccccc1NC(=O)c1ccc(NC(=O)COC(=O)C2CCCCC2)cc1

Here are the Löwdin charges for atoms 1 to 4, given in e: number 1, C, carries -0.08; number 2, O, carries -0.10; number 3, C, carries -0.21; number 4, C, carries -0.03